# 1
Density functional theory data (wB97M-V/def2-TZVPD) for CHBrF2O2S in the gas phase in a non-equilibrium geometry.

Atoms and positions in Å:
O -0.370 0.129 -2.061
S 0.432 0.311 -0.908
O 1.724 -0.157 -0.780
Br 0.504 2.442 -0.640
C -0.503 -0.463 0.831
F 0.595 -0.763 1.596
F -1.106 -1.553 0.501
H -1.277 0.054 1.461

Results
E_LUMO in Ha: -0.022
Structure (SMILES): O=S(=O)(Br)C(F)F
Multiplicity: 1
Energy in a.u.: -3361.05185
HOMO-LUMO gap in eV: 10.658
Highest occupied orbital energy in eV: -11.266
Energy relative to the best compared isomer or geometry (same formula, charge and spin) in kcal per mole: 14.2

Just the Löwdin charges please, in e? Sure, here they are: O -0.361; S 0.277; O -0.333; Br 0.502; C -0.368; F 0.023; F 0.099; H 0.161

# 2
Density functional theory data (wB97M-V/def2-TZVPD) for a 2-piece molecular cluster, C2H3Br2N3 overall in a non-equilibrium geometry.

Atoms and positions in Å:
C -0.351 0.733 1.095
C -1.156 0.155 2.028
N -0.294 -0.376 -1.384
N 0.542 -0.573 -2.107
N 1.410 -0.647 -2.904
Br 1.505 0.274 0.960
Br -2.970 0.502 2.060
H -0.491 1.446 0.306
H -0.562 -0.629 2.547
H 2.367 -0.885 -2.602

Results
E_LUMO (alpha / beta) in Ha: 0.015 / -0.091
⟨S²⟩: 2.009
Multiplicity: 3
Energy in a.u.: -5390.05121
HOMO-LUMO gap (alpha / beta) in eV: 6.293 / 7.683
Highest occupied orbital energy (alpha / beta) in eV: -5.874 / -10.155
Energy relative to the best compared isomer or geometry (same formula, charge and spin) in kcal per mole: 78.8

Just the Löwdin charges please, in e? Sure, here they are: C -0.738; C -0.766; N 0.173; N -0.333; N 0.089; Br 0.662; Br 0.754; H 0.012; H 0.052; H 0.094